# 1
{"formula": "C3H5NO2", "method": "wB97M-V/def2-TZVPD", "elements": ["C", "C", "O", "O", "C", "N", "H", "H", "H", "H", "H"], "coordinates": [[0.639, -0.195, 0.498], [-0.239, -0.007, -0.747], [-0.599, -1.151, -1.388], [-1.516, 0.802, -0.409], [0.383, 0.935, -1.738], [0.918, 1.599, -2.493], [1.449, 0.471, 0.386], [1.113, -1.149, 0.524], [0.041, 0.027, 1.312], [-0.966, -1.052, -2.293], [-1.472, 0.706, 0.546]], "forces_ev_per_angstrom": [[-0.072, -0.364, -2.613], [-2.067, 2.545, -1.394], [0.023, -1.397, -0.124], [2.492, -1.635, 0.130], [-0.098, -0.959, 0.999], [0.400, 0.657, -0.737], [0.745, 1.116, 0.334], [-0.209, -1.000, 0.126], [-0.723, 0.164, 2.052], [0.331, 0.502, 0.984], [-0.824, 0.370, 0.243]], "mulliken_charge": [-1.37, 1.13, -0.53, -0.51, -0.07, -0.38, 0.40, 0.33, 0.39, 0.35, 0.26], "spin_multiplicity": 1, "e_above_lowest_ev": 1.886}

---

# 2
{"formula": "C26H50FN3O4", "method": "wB97M-V/def2-TZVPD", "elements": ["N", "C", "C", "C", "C", "O", "C", "C", "F", "C", "C", "N", "C", "C", "N", "C", "O", "C", "O", "C", "C", "O", "H", "H", "H", "H", "H", "H", "H", "H", "H", "H", "H", "H", "H", "H", "H", "H", "H", "H", "H", "H", "H", "H", "C", "C", "C", "C", "C", "C", "H", "H", "H", "H", "H", "H", "H", "H", "H", "H", "H", "H", "H", "H", "C", "C", "C", "C", "C", "C", "H", "H", "H", "H", "H", "H", "H", "H", "H", "H", "H", "H", "H", "H"], "coordinates": [[-4.455, 1.140, 1.765], [-3.289, 1.065, 2.109], [-1.693, 0.899, 2.425], [-1.563, 1.182, 4.010], [-0.141, 1.732, 4.495], [0.971, 1.577, 3.917], [-0.981, 2.044, 1.498], [-1.951, 2.626, 0.342], [-1.075, 3.459, -0.508], [-1.333, -0.606, 1.967], [-2.629, -1.515, 2.365], [-3.651, -2.094, 2.685], [-0.073, -1.287, 2.682], [1.266, -1.372, 1.774], [1.844, -0.038, 1.398], [-1.216, -0.763, 0.345], [-1.243, -2.171, -0.049], [-1.084, -2.159, -1.511], [0.292, -2.094, -1.936], [0.633, -0.843, -2.580], [1.316, -1.021, -4.047], [0.576, -0.253, -5.045], [-1.871, 0.230, 4.602], [-2.380, 1.971, 4.262], [-0.130, 2.355, 5.477], [-0.040, 1.656, 0.959], [-0.641, 2.961, 2.109], [-2.386, 1.834, -0.358], [-2.745, 3.372, 0.745], [0.235, -0.852, 3.692], [-0.366, -2.394, 2.893], [2.060, -1.892, 2.451], [1.142, -2.095, 0.872], [2.641, 0.113, 2.054], [2.307, -0.201, 0.475], [-0.332, -0.186, -0.099], [-2.179, -0.297, -0.114], [-1.785, -1.387, -1.986], [-1.480, -3.198, -1.850], [1.434, -0.304, -1.926], [-0.227, -0.098, -2.704], [2.404, -0.615, -4.057], [1.353, -2.122, -4.355], [0.529, 0.698, -4.756], [1.912, 5.401, 0.595], [1.008, 5.980, -0.485], [1.775, 6.742, -1.567], [2.540, 7.977, -1.077], [1.686, 9.034, -0.375], [0.620, 9.641, -1.276], [2.448, 6.184, 1.137], [1.319, 4.842, 1.324], [2.647, 4.717, 0.161], [0.252, 6.623, -0.025], [0.463, 5.158, -0.959], [1.073, 7.037, -2.354], [2.490, 6.060, -2.043], [3.039, 8.437, -1.938], [3.341, 7.665, -0.399], [2.347, 9.837, -0.029], [1.217, 8.618, 0.521], [1.073, 10.107, -2.156], [0.063, 10.411, -0.736], [-0.098, 8.890, -1.615], [0.531, -9.645, -0.875], [-0.504, -8.896, -0.047], [-1.442, -8.033, -0.894], [-0.762, -6.905, -1.675], [0.033, -5.911, -0.826], [-0.830, -5.151, 0.172], [1.193, -8.961, -1.410], [1.153, -10.268, -0.227], [0.045, -10.298, -1.606], [0.001, -8.286, 0.708], [-1.107, -9.627, 0.502], [-2.215, -7.611, -0.242], [-1.971, -8.677, -1.606], [-1.532, -6.358, -2.233], [-0.095, -7.334, -2.430], [0.510, -5.187, -1.496], [0.845, -6.419, -0.298], [-1.619, -4.595, -0.340], [-0.219, -4.434, 0.728], [-1.295, -5.822, 0.898]], "forces_ev_per_angstrom": [[6.697, -0.242, 2.060], [-3.827, -0.023, -1.471], [-1.600, 0.849, -0.765], [-0.345, 0.141, -0.153], [2.604, -0.161, -0.997], [-4.453, 0.310, 1.866], [-0.035, 0.581, -0.700], [0.784, 0.907, -0.052], [-1.191, -1.297, 1.192], [-0.941, -1.656, -0.242], [-3.527, -1.516, 1.183], [6.001, 3.170, -1.780], [0.842, -1.262, -0.291], [0.426, -1.301, 1.114], [0.889, -1.223, -0.584], [-1.518, 0.756, 0.261], [0.784, 2.372, -1.645], [-0.985, -2.448, -0.002], [-1.757, 1.679, -0.232], [1.911, 1.094, -0.336], [0.315, 0.537, 0.379], [0.289, 0.228, 1.029], [0.699, 1.549, -0.900], [1.600, -1.212, -0.271], [-0.369, -0.986, -1.339], [-1.430, 0.364, 1.163], [-0.637, -1.612, -0.748], [0.509, 1.195, 1.166], [1.274, -1.591, -0.716], [-0.768, -0.273, -1.510], [0.496, 1.903, -0.382], [-1.550, 0.525, -1.006], [-0.091, 1.555, 1.433], [-1.025, 0.240, -0.729], [-0.439, 0.392, 0.978], [-0.970, -1.019, 0.964], [1.493, -0.571, 0.866], [1.325, -0.654, 0.667], [0.791, 1.760, 0.696], [-1.351, -0.906, -0.873], [0.851, -1.345, 0.246], [-1.710, -0.802, 0.328], [-0.342, 1.660, 0.364], [0.241, -1.471, -0.331], [-0.123, -0.004, 0.122], [0.075, -0.101, -0.191], [-0.088, 0.092, -0.023], [0.075, -0.067, 0.083], [0.139, 0.060, -0.113], [-0.126, 0.082, 0.116], [0.015, -0.064, -0.013], [0.107, -0.011, -0.017], [-0.002, 0.047, 0.050], [0.020, 0.008, -0.051], [0.018, 0.146, 0.063], [0.048, -0.001, 0.026], [-0.041, 0.017, 0.036], [-0.033, 0.007, 0.053], [-0.033, -0.008, -0.046], [-0.032, -0.085, 0.025], [0.034, -0.041, -0.016], [-0.055, -0.058, 0.024], [0.004, -0.040, -0.116], [0.034, 0.056, -0.019], [0.127, -0.052, 0.121], [-0.112, -0.046, -0.078], [-0.086, 0.083, 0.088], [0.127, -0.087, -0.048], [-0.110, 0.064, -0.126], [0.167, -0.108, 0.147], [-0.033, -0.056, -0.004], [-0.005, 0.008, -0.114], [0.052, 0.055, 0.000], [-0.052, 0.014, -0.031], [0.029, 0.092, 0.002], [0.034, -0.002, -0.051], [0.040, 0.013, 0.048], [0.036, -0.006, 0.036], [-0.055, -0.001, 0.022], [0.024, -0.063, 0.031], [-0.007, -0.044, -0.042], [0.007, -0.127, 0.190], [-0.159, -0.003, -0.041], [-0.019, 0.037, -0.044]], "mulliken_charge": [-0.60, -0.41, 1.78, -0.96, -0.14, -0.40, -0.51, -0.26, -0.31, 1.28, -0.31, -0.65, -0.63, -0.76, -0.40, -1.45, -0.26, -0.35, -0.29, -0.03, -0.40, -0.54, 0.40, 0.45, 0.35, 0.10, 0.34, 0.17, 0.31, 0.33, 0.44, 0.45, 0.12, 0.27, 0.21, 0.07, 0.77, 0.37, 0.26, 0.08, 0.23, 0.23, 0.25, 0.31, -1.04, 0.12, -0.85, -0.78, -0.33, -1.18, 0.34, 0.17, 0.28, 0.26, 0.07, 0.32, 0.41, 0.40, 0.29, 0.37, 0.25, 0.29, 0.37, 0.28, -1.21, -0.37, -0.75, -0.79, -0.34, -0.58, 0.29, 0.38, 0.29, 0.24, 0.39, 0.30, 0.42, 0.32, 0.40, 0.15, 0.40, 0.06, -0.03, 0.50], "spin_multiplicity": 1, "total_energy_ha": -1585.53217}